No. 1
Formula: C27H49BiF2NO2Si2
Source: OMol25
Level of theory: ωB97M-V with the def2-TZVPD basis set

```
84
Properties=species:S:1:pos:R:3
O -1.29 2.08 0.36
O -3.34 0.84 0.22
C -1.37 2.61 1.75
C -0.25 3.60 1.92
H -1.27 1.72 2.40
H -2.37 3.07 1.82
H 0.73 3.13 1.80
H -0.34 3.96 2.95
H -0.35 4.46 1.25
C -1.71 3.02 -0.74
C -2.95 3.82 -0.45
H -1.81 2.36 -1.63
H -0.81 3.64 -0.84
H -3.85 3.23 -0.21
H -3.16 4.36 -1.38
H -2.77 4.58 0.31
C -3.63 0.10 -1.11
C -4.12 0.51 1.49
C -4.58 0.95 -1.90
H -4.01 -0.88 -0.80
H -2.63 0.04 -1.55
H -5.54 1.11 -1.38
H -4.76 0.39 -2.83
H -4.13 1.92 -2.17
C -5.51 1.07 1.34
H -3.52 1.03 2.25
H -4.05 -0.58 1.61
H -5.51 2.13 1.05
H -5.97 0.98 2.33
H -6.09 0.47 0.63
H -2.30 1.16 0.32
Bi 1.32 -0.50 -0.46
C -0.17 -1.03 1.22
Si -0.58 -2.52 2.29
H 0.36 -0.21 1.67
H -0.75 -0.88 0.30
C -1.31 -1.76 3.84
C 0.82 -3.61 2.86
C -1.81 -3.59 1.36
C 2.06 1.54 -0.97
Si 1.75 1.66 -2.81
H 3.00 1.04 -0.77
H 1.85 2.34 -0.26
C 1.33 3.44 -3.11
C 0.43 0.51 -3.48
C 3.43 1.27 -3.54
H -2.55 -3.00 0.83
H -2.31 -4.21 2.12
H -1.28 -4.25 0.66
H -0.66 -0.95 4.20
H -1.36 -2.56 4.58
H -2.31 -1.36 3.64
H 1.72 -3.04 3.14
H 1.08 -4.34 2.08
H 0.43 -4.14 3.74
H -0.43 1.12 -3.80
H 0.07 -0.25 -2.77
H 0.85 -0.01 -4.36
H 3.35 1.46 -4.61
H 3.73 0.22 -3.37
H 4.18 1.94 -3.10
H 1.59 3.63 -4.16
H 1.92 4.09 -2.46
H 0.26 3.62 -2.94
F 1.75 -4.63 -4.00
C 2.26 -3.98 -2.91
C 1.55 -2.89 -2.39
C 2.18 -2.32 -1.29
C 3.37 -2.64 -0.59
C 3.96 -3.74 -1.22
F 5.12 -4.19 -0.71
C 3.45 -4.40 -2.34
C 3.85 -1.86 0.63
C 5.04 -2.15 1.32
C 5.39 -1.36 2.44
C 4.61 -0.30 2.89
C 3.42 -0.04 2.16
N 3.11 -0.81 1.07
H 0.61 -2.55 -2.84
H 3.98 -5.25 -2.75
H 5.62 -2.95 0.97
H 6.30 -1.61 2.94
H 4.88 0.31 3.75
H 2.78 0.79 2.47
```

Its total energy is -2256.3186 Ha. The multiplicity is 1. As for the energy above the lowest of the compared OMol25 structures with the same formula, charge and spin: 115.46 kJ/mol. Its charge is +1. Its HOMO-LUMO gap is 5.05 eV.

---

No. 2
Formula: C27H50As2Cl2O5RuSi3
Source: OMol25
Level of theory: ωB97M-V with the def2-TZVPD basis set

```
90
Properties=species:S:1:pos:R:3
Ru -0.77 -0.63 -1.62
O 0.29 2.27 0.97
C -0.36 1.43 0.41
O 0.07 0.88 -0.73
C -1.77 1.06 0.88
C -2.81 1.33 -0.22
C -4.21 1.39 0.37
C -4.47 -0.09 0.73
C -3.20 -0.77 0.24
O -2.85 0.05 -0.94
C -2.03 -0.46 1.18
C -0.77 -1.30 0.95
O 0.18 -1.08 1.71
O -0.77 -2.11 -0.05
H -1.96 1.67 1.76
H -2.54 2.11 -0.92
H -4.92 1.75 -0.38
H -4.26 2.06 1.22
H -5.34 -0.48 0.20
H -4.62 -0.25 1.79
H -3.29 -1.81 -0.06
H -2.32 -0.60 2.22
C -3.39 -0.25 -4.77
Si -1.99 0.85 -5.29
C -1.35 0.53 -7.00
C -2.36 2.65 -4.97
As -0.13 0.40 -3.81
Si 0.14 -1.84 -3.42
C 0.75 -2.54 -6.25
C -1.56 -2.58 -2.87
C 3.85 -2.13 -2.93
Si 1.48 2.17 -3.46
C 2.90 1.50 -2.47
C 0.51 3.48 -2.56
C 1.95 2.66 -5.19
H -4.30 0.10 -5.26
H -3.57 -0.20 -3.69
H -3.24 -1.29 -5.06
H -1.96 1.08 -7.72
H -1.41 -0.53 -7.25
H -0.32 0.85 -7.12
H -3.10 2.98 -5.70
H -1.48 3.29 -5.08
H -2.78 2.80 -3.98
H -0.60 -3.73 -5.07
H 0.87 -4.70 -5.90
H 1.17 -2.69 -7.24
H -1.92 -2.89 -3.86
H -2.40 -1.99 -2.47
H -1.40 -3.46 -2.26
H 3.81 -1.37 -3.70
H 3.93 -3.13 -3.34
H 4.63 -1.93 -2.20
H 2.56 0.84 -1.68
H 3.40 2.35 -1.99
H 3.64 1.00 -3.11
H 0.70 3.42 -1.49
H -0.56 3.40 -2.73
H 0.83 4.47 -2.92
H 2.42 1.83 -5.73
H 2.66 3.48 -5.16
H 1.08 2.99 -5.77
Cl 0.74 -3.40 -4.92
C 1.00 -4.71 -4.09
Cl 2.29 -2.04 -2.00
H 2.16 -3.06 -4.77
H 1.55 -5.49 -3.58
C 0.82 -3.72 3.13
As 2.02 -2.54 2.18
C 2.51 -1.18 3.45
C 3.72 -3.55 1.84
C 4.17 -4.17 3.12
C 3.75 -5.45 3.48
C 4.16 -6.02 4.67
C 4.99 -5.31 5.53
C 5.42 -4.04 5.18
C 5.01 -3.47 3.98
H 1.36 -4.19 3.95
H 0.42 -4.48 2.45
H 0.01 -3.11 3.52
H 2.91 -1.65 4.34
H 1.62 -0.60 3.68
H 3.26 -0.52 3.00
H 4.41 -2.81 1.46
H 3.50 -4.29 1.07
H 3.11 -6.01 2.80
H 3.83 -7.02 4.93
H 5.31 -5.76 6.46
H 6.09 -3.49 5.84
H 5.37 -2.48 3.71
```

Its total energy is -7789.0730 Ha. The multiplicity is 5. The expectation value of S² is 6.13. As for the energy above the lowest of the compared OMol25 structures with the same formula, charge and spin: 2178.16 kJ/mol. Its charge is +2. Its HOMO-LUMO gap (spin up / spin down) is 6.20 / 6.34 eV.

---

No. 3
Formula: C27H50Br3N3OP
Source: OMol25
Level of theory: ωB97M-V with the def2-TZVPD basis set

```
85
Properties=species:S:1:pos:R:3
C 5.11 0.52 3.77
C 4.32 1.64 3.05
C 5.16 2.39 2.00
C 4.76 2.20 0.53
C 5.06 0.82 -0.07
C 4.22 -0.36 0.44
C 2.70 -0.16 0.41
C 2.01 -1.11 1.41
C 0.65 -1.66 0.92
C -0.49 -0.67 1.25
C -1.73 -0.55 0.31
C -1.99 -2.03 -0.06
C -2.26 -2.95 0.96
C -2.46 -4.30 0.71
C -2.39 -4.73 -0.61
C -2.09 -3.75 -1.55
N -1.89 -2.46 -1.31
C -2.95 -0.07 1.16
C -2.67 0.93 2.29
C -4.18 0.50 0.37
C -4.01 0.86 -1.12
C -2.76 0.30 -1.77
N -1.51 0.33 -0.92
C -1.33 1.80 -0.60
C 0.00 2.32 -0.01
O 0.37 3.44 -0.82
C -0.11 2.88 1.41
N -1.13 3.92 1.48
P -0.13 -0.22 -2.08
C 0.78 1.21 -2.78
C -0.78 -0.94 -3.63
H 5.94 0.23 3.13
H 5.45 0.81 4.75
H 4.49 -0.37 3.82
H 4.06 2.37 3.81
H 3.38 1.27 2.63
H 6.23 2.20 2.13
H 5.04 3.46 2.20
H 3.72 2.51 0.40
H 5.34 2.91 -0.05
H 5.03 0.91 -1.15
H 6.10 0.60 0.20
H 4.44 -1.20 -0.23
H 4.54 -0.70 1.42
H 2.33 -0.31 -0.60
H 2.49 0.86 0.72
H 1.85 -0.55 2.34
H 2.67 -1.95 1.61
H 0.73 -1.98 -0.11
H 0.49 -2.56 1.51
H -0.05 0.29 1.51
H -0.91 -1.02 2.19
H -2.32 -2.62 1.99
H -2.67 -4.98 1.52
H -2.56 -5.76 -0.89
H -2.01 -4.10 -2.58
H -3.38 -0.91 1.69
H -3.55 0.90 2.94
H -2.62 1.97 1.97
H -1.84 0.68 2.95
H -4.52 1.39 0.88
H -5.02 -0.19 0.44
H -3.99 1.95 -1.20
H -4.87 0.55 -1.69
H -3.00 -0.71 -2.07
H -2.58 0.86 -2.69
H -1.43 2.32 -1.55
H -2.13 2.21 0.02
H 0.76 1.54 -0.04
H 1.33 3.40 -0.92
H 0.86 3.34 1.58
H -0.21 2.12 2.19
H -0.71 4.84 1.50
H -1.74 3.80 2.27
H 1.56 1.51 -2.08
H 1.28 0.87 -3.68
H 0.18 2.08 -3.01
H -1.69 -1.51 -3.55
H 0.01 -1.63 -3.95
H -0.90 -0.22 -4.44
C -4.71 -4.32 -5.11
Br -6.32 -3.41 -5.63
Br -3.71 -3.34 -3.77
Br -5.06 -6.11 -4.51
H -4.08 -4.39 -5.99
```

Its total energy is -9361.3818 Ha. The multiplicity is 1. Its charge is +1. Its HOMO-LUMO gap is 9.26 eV.

---

No. 4
Formula: C27H50FNO10
Source: OMol25
Level of theory: ωB97M-V with the def2-TZVPD basis set

```
89
Properties=species:S:1:pos:R:3
C -1.77 -4.96 -2.96
C -0.64 -3.75 -2.76
C 0.50 -3.37 -3.90
C 1.62 -2.15 -3.69
C 1.54 -1.29 -2.26
C 0.42 -1.59 -1.10
C 0.24 -0.77 0.31
N 1.53 -0.30 0.95
C 1.24 -0.71 2.41
O 1.65 -1.82 3.05
C 0.37 0.58 2.92
C -0.72 0.79 4.13
C -1.43 2.28 4.30
C -1.09 3.59 3.33
C 0.02 3.38 2.09
C 0.49 4.57 1.07
C -0.48 4.79 -0.24
C -2.00 5.32 0.15
F -0.51 3.62 -1.17
C 0.67 1.88 1.96
C 1.77 1.23 0.94
O 2.71 1.90 0.28
C -0.64 -2.84 -1.37
H -1.61 -5.58 -3.95
H -1.74 -5.74 -2.06
H -2.85 -4.47 -3.03
H 0.51 -3.97 -4.92
H 2.43 -1.93 -4.52
H 2.33 -0.43 -2.09
H -0.57 0.08 0.16
H -0.25 -1.54 1.08
H -0.97 -0.10 4.85
H -2.21 2.39 5.17
H -1.61 4.64 3.49
H 1.58 4.40 0.66
H 0.52 5.58 1.70
H 0.01 5.67 -0.87
H -2.51 4.64 0.97
H -2.65 5.17 -0.84
H -2.03 6.46 0.43
H -1.48 -3.16 -0.58
C 4.19 -4.12 -6.53
O 3.49 -2.99 -6.05
H 4.52 -4.72 -5.67
H 3.54 -4.72 -7.16
H 5.07 -3.79 -7.10
H 3.21 -2.48 -6.83
C 2.11 4.00 -3.08
O 1.35 5.19 -3.09
H 2.93 4.10 -2.36
H 1.48 3.16 -2.79
H 2.53 3.82 -4.08
H 0.64 5.07 -3.73
C -4.00 1.25 1.12
O -2.72 0.66 1.00
H -4.74 0.58 0.66
H -4.25 1.40 2.17
H -4.02 2.21 0.59
H -2.09 1.28 1.41
C 7.23 -6.18 -6.52
O 7.27 -5.43 -7.72
H 6.21 -6.53 -6.35
H 7.90 -7.04 -6.59
H 7.53 -5.54 -5.68
H 8.18 -5.13 -7.84
C 1.69 -4.79 5.06
O 2.53 -3.66 5.23
H 1.70 -5.37 5.99
H 0.67 -4.46 4.85
H 2.07 -5.40 4.24
H 2.50 -3.16 4.40
C 4.53 -7.56 4.99
O 5.13 -6.91 3.89
H 5.08 -8.48 5.21
H 4.57 -6.90 5.87
H 3.49 -7.80 4.76
H 4.62 -6.10 3.72
C -5.73 6.47 1.82
O -4.81 5.41 1.61
H -5.37 7.36 1.30
H -6.70 6.18 1.42
H -5.81 6.67 2.89
H -5.15 4.63 2.08
C -9.29 6.56 3.10
O -8.37 5.50 2.89
H -8.93 7.45 2.58
H -10.27 6.28 2.70
H -9.37 6.77 4.17
H -8.72 4.72 3.36
```

Its SMILES is Cc1cccc(CN2C(=O)c3cccc(C[C@H](C)F)c3C2=O)c1.CO.CO.CO.CO.CO.CO.CO.CO. Its total energy is -1964.9097 Ha. The multiplicity is 1. Its HOMO-LUMO gap is 6.53 eV.

---

No. 5
Formula: C27H50MnP2
Source: OMol25
Level of theory: ωB97M-V with the def2-TZVPD basis set

```
80
Properties=species:S:1:pos:R:3
Mn -0.08 0.32 -0.10
C -1.00 -1.49 0.72
C 0.32 -1.81 0.27
C 0.53 -0.23 1.95
C -0.87 -0.51 1.77
C 1.27 -1.02 1.00
C -2.23 -2.25 0.42
H -2.20 -2.70 -0.58
H -3.12 -1.62 0.49
H -2.34 -3.07 1.15
C -1.96 -0.16 2.71
H -2.93 -0.49 2.33
H -2.04 0.93 2.88
H -1.79 -0.64 3.69
C 1.17 0.48 3.08
H 1.23 -0.18 3.97
H 0.62 1.38 3.38
H 2.19 0.78 2.83
C 2.74 -1.21 1.00
H 3.03 -1.93 1.78
H 3.27 -0.27 1.22
H 3.11 -1.59 0.05
C 0.68 -3.00 -0.54
H 0.84 -3.86 0.14
H 1.60 -2.85 -1.11
H -0.13 -3.28 -1.24
C -1.78 1.46 -6.50
C -1.83 0.12 -6.54
C -1.06 -0.78 -7.45
C 0.37 -0.32 -7.88
C 1.24 0.15 -6.76
C 1.28 1.40 -6.25
C 0.51 2.59 -6.72
C -0.90 2.34 -7.32
H -1.63 -0.99 -8.38
H 0.28 0.44 -8.67
H -0.98 -1.76 -6.95
H -0.79 1.95 -8.35
H -2.48 2.01 -5.86
H -2.56 -0.41 -5.91
H -1.39 3.32 -7.41
H 0.41 3.27 -5.86
H 2.01 1.62 -5.47
H 1.09 3.17 -7.47
H 0.86 -1.20 -8.34
H 1.93 -0.61 -6.39
P -1.30 0.47 -2.00
C -2.90 1.32 -2.11
C -1.50 -1.02 -3.04
P 1.44 0.92 -1.71
C 0.06 1.38 -2.89
C 2.39 -0.33 -2.65
C 2.62 2.31 -1.58
H -2.97 2.10 -1.34
H -3.69 0.57 -1.94
H -3.05 1.76 -3.11
H -1.59 -0.72 -4.10
H -2.43 -1.54 -2.74
H -0.66 -1.71 -2.92
H 2.84 2.76 -2.56
H 3.56 1.92 -1.16
H 2.24 3.09 -0.89
H -0.11 2.46 -2.95
H 0.23 0.99 -3.90
H 3.37 -0.45 -2.16
H 2.54 0.02 -3.68
H 1.86 -1.29 -2.66
C -1.13 3.26 2.35
C -1.40 2.84 0.91
C -1.94 4.06 0.14
C -0.08 2.30 0.35
H -0.26 3.92 2.38
H -0.92 2.41 2.99
H -1.98 3.82 2.77
H -2.18 2.06 0.90
H -1.17 4.85 0.14
H -2.21 3.85 -0.90
H -2.83 4.47 0.65
H 0.30 3.00 -0.41
H 0.68 2.24 1.14
```

Its total energy is -2892.2039 Ha. The multiplicity is 5. The expectation value of S² is 6.11. As for the energy above the lowest of the compared OMol25 structures with the same formula, charge and spin: 7.38 kJ/mol. Its charge is +1. Its HOMO-LUMO gap (spin up / spin down) is 6.51 / 8.28 eV.